A single C4H7NO molecule. Source: OMol25; level of theory: ωB97M-V/def2-TZVPD.

Summary:
HOMO-LUMO gap (alpha / beta)   7.664 / 8.555 eV
ΔE to the lowest compared entry with this formula, charge and spin   155.7 kcal per mole
LUMO energy (alpha / beta)   -0.71 / -0.36 eV
Spin multiplicity   1

Last column: Mulliken charge in e.
Atoms and positions in Å:
C  -1.178  1.117  0.135  -0.694
C  -0.687  -0.078  0.236  0.561
C  -1.316  -1.462  -0.058  -1.112
C  1.617  0.840  -0.167  -0.883
N  0.754  -0.385  0.121  0.328
O  1.234  -1.491  -0.333  -0.527
H  -0.994  2.069  0.508  0.386
H  -1.342  -2.181  0.721  0.313
H  -2.282  -1.300  -0.402  0.363
H  -0.631  -1.898  -0.777  0.327
H  2.711  0.512  -0.229  0.298
H  1.078  1.392  -0.960  0.340
H  1.635  1.499  0.722  0.301